Record 1
A cluster of 2 separate species, C7H15ClN3O2P in total in a non-equilibrium geometry. Source: OMol25; level of theory: the ωB97M-V functional and the def2-TZVPD basis.

HOMO level = -9.200 eV
Energy relative to the best compared isomer or geometry (same formula, charge and spin) = 3.627 eV
Charge = 0
E = -37874.0105 eV
Maximum force = 5.4 eV Å⁻¹
Spin multiplicity = 1

Structure (XYZ):
```
29
Properties=species:S:1:pos:R:3:lowdin_charge:R:1
H -1.519 -2.680 0.052 0.010
C -0.606 1.772 2.962 -0.175
H 2.989 -0.435 -2.425 0.093
H 1.851 2.549 0.426 0.130
H -0.518 -1.806 -2.237 0.143
C -2.187 -2.290 -0.625 -0.651
H -2.921 -1.600 -0.091 0.110
N 1.078 0.662 0.780 -0.057
C -1.293 0.455 2.736 -0.158
N -0.995 1.333 1.727 0.073
O 1.621 -1.051 -1.009 -0.203
H -0.557 -0.257 2.858 0.075
H 2.728 1.995 -1.937 0.114
H -2.260 -1.062 -2.472 0.144
C 2.466 1.124 -1.301 -0.162
H 3.548 0.981 -0.848 0.148
C 1.470 1.624 -0.189 -0.297
H -2.396 0.409 2.864 0.136
C 2.103 -0.157 -2.003 -0.223
H 0.307 1.583 3.305 0.067
H -1.051 2.625 3.438 0.113
H -1.423 0.155 -0.176 0.057
O 0.519 -1.793 1.206 -0.285
C -1.457 -1.397 -1.647 -0.333
N -0.851 -0.358 -0.846 -0.133
P 0.517 -0.734 0.151 0.458
H 1.367 0.029 -2.697 0.093
H 0.386 1.971 -0.560 0.137
Cl -2.916 -3.648 -1.442 0.577
```



Record 2
A cluster of 2 separate species, C3H10OS in total in a non-equilibrium geometry. Source: OMol25; level of theory: the ωB97M-V functional and the def2-TZVPD basis.

HOMO level (alpha / beta) = -13.468 / -13.460 eV
Energy relative to the best compared isomer or geometry (same formula, charge and spin) = 2.023 eV
Charge = +1
E = -16145.2865 eV
<S²> = 0.753
Maximum force = 2.7 eV Å⁻¹
Spin multiplicity = 2

Structure (XYZ):
```
15
Properties=species:S:1:pos:R:3:mulliken_spin:R:1
C -1.395 1.702 0.752 0.000
C -1.452 2.066 -0.741 0.003
H 1.549 -0.899 1.504 0.031
H 2.398 -1.444 -1.589 -0.016
H -0.644 1.583 -1.344 -0.001
H -1.424 -0.246 0.513 0.000
H 1.383 -2.642 1.011 0.045
H 2.943 -1.790 0.697 -0.001
H -1.958 2.487 1.396 0.000
O -1.737 0.339 1.195 0.000
H -1.187 3.178 -0.754 0.000
H -2.381 1.812 -1.152 0.000
H -0.344 1.850 1.109 -0.001
C 1.856 -1.709 0.743 -0.044
S 1.219 -1.185 -0.967 0.982
```



Record 3
A structure of composition C46H34BBiF3N9SbSe2 in a non-equilibrium geometry. Source: OMol25; level of theory: the ωB97M-V functional and the def2-TZVPD basis.

HOMO level = -10.739 eV
Energy relative to the best compared isomer or geometry (same formula, charge and spin) = 0.000 eV
Charge = +1
E = -213557.3662 eV
Maximum force = 1.3 eV Å⁻¹
Spin multiplicity = 1

Structure (XYZ):
```
97
Properties=species:S:1:pos:R:3:lowdin_charge:R:1
C -3.522 -2.950 -2.690 -0.026
C -4.249 -2.188 -1.792 -0.041
H -4.907 -0.538 0.318 0.123
C 0.475 -3.988 -0.649 -0.135
C -1.274 -1.628 2.417 -0.142
C 3.536 -1.273 2.597 -0.021
Se 3.178 -0.588 -1.993 0.680
C -1.120 4.084 2.005 -0.393
C 2.248 2.500 -0.323 -0.172
C 1.316 1.452 5.385 -0.005
N -1.596 -1.132 1.222 -0.164
C 3.128 3.059 -1.239 -0.016
F 3.413 1.715 6.409 0.070
C -0.689 0.175 -3.757 -0.139
H -4.402 -0.795 2.730 0.131
C -2.582 2.614 -1.578 -0.174
H -1.046 -5.730 -1.975 0.116
H 3.399 -7.515 -0.739 0.125
C -0.944 0.156 -5.115 -0.028
C 2.782 4.252 -1.842 -0.277
N -3.542 0.996 -0.554 -0.051
H 4.216 2.728 4.176 0.123
C 3.184 2.404 4.177 -0.002
H -0.503 1.256 4.278 0.092
H 0.803 4.987 2.330 0.104
H 4.070 2.583 -1.481 0.114
C 4.645 -1.484 1.796 -0.028
H 2.724 -5.244 -0.003 0.120
H -0.144 7.168 3.053 0.124
H 1.456 -0.737 2.588 0.087
C 2.333 -0.949 1.990 -0.132
H 0.921 1.048 6.308 0.122
C 1.600 4.902 -1.544 0.007
N -3.403 -1.413 -1.105 -0.010
N 2.194 -0.839 0.669 -0.082
Bi -0.225 -0.697 -0.586 1.655
H -1.195 0.863 -3.090 0.079
C 2.428 -7.117 -1.001 -0.010
H -5.311 -2.142 -1.621 0.132
C 1.056 2.113 3.070 -0.400
H -5.532 1.718 -0.543 0.123
C 1.988 -9.160 -2.263 -0.177
H -1.654 0.846 -5.546 0.116
H 2.522 1.580 0.174 0.061
H 3.595 -1.337 3.674 0.119
H -4.096 5.652 2.519 0.122
C 0.736 4.329 -0.623 -0.121
C -3.377 -1.010 2.483 -0.049
H 5.602 -1.733 2.236 0.121
C -2.201 -2.573 -2.480 -0.140
C 0.534 1.578 4.247 -0.145
N -2.144 -1.642 -1.525 -0.107
C -2.376 -1.561 3.262 -0.029
C 0.894 -1.484 -3.949 -0.671
C 1.559 -7.885 -1.777 -0.221
C 1.044 3.118 -0.006 -0.381
N 0.204 -0.639 -3.186 -0.129
C -0.271 5.126 2.364 -0.121
H -0.293 -2.033 2.597 0.104
H -0.182 4.845 -0.372 0.099
C 0.675 -1.598 -5.316 -0.085
H -1.303 -2.935 -2.951 0.104
C -0.260 -0.760 -5.902 -0.033
C 3.268 -1.036 -0.099 -0.637
H -3.899 -3.674 -3.390 0.104
Sb -0.316 2.186 1.391 1.463
C -3.933 2.965 -1.479 -0.051
N 2.350 -10.171 -2.671 0.175
F 3.618 4.792 -2.741 0.076
C 2.636 1.861 5.323 -0.285
C -4.508 1.899 -0.826 -0.073
H -4.413 3.862 -1.827 0.100
C 2.382 2.530 3.049 -0.118
H -1.772 3.163 -2.033 0.103
C 0.282 -2.805 -0.479 -0.253
C -2.496 4.270 2.059 -0.126
B -3.764 -0.404 0.013 -0.524
N -2.358 1.427 -1.020 -0.052
N -2.892 -0.762 1.257 -0.012
H 1.256 -2.297 -5.901 0.109
C 2.052 -5.853 -0.592 -0.014
H -3.166 3.464 1.782 0.088
Se 2.368 -2.429 -3.133 0.701
H -0.368 -7.993 -2.715 0.125
C 4.514 -1.355 0.420 -0.084
H -0.428 -0.798 -6.970 0.120
C -2.160 6.503 2.809 -0.278
H 2.803 2.963 2.150 0.091
C -3.028 5.487 2.463 -0.004
H -2.445 -1.879 4.287 0.106
C -0.786 6.346 2.767 0.007
C 0.802 -5.343 -0.951 -0.249
C -0.076 -6.126 -1.705 -0.012
C 0.300 -7.390 -2.117 -0.010
H 1.372 5.845 -2.023 0.125
F -2.666 7.682 3.201 0.074
H 5.352 -1.478 -0.251 0.105
```



Record 4
A structure of composition BBrCuH2NO7S2 in a non-equilibrium geometry. Source: OMol25; level of theory: the ωB97M-V functional and the def2-TZVPD basis.

HOMO level = -10.043 eV
Charge = 0
E = -152880.9122 eV
Maximum force = 8.1 eV Å⁻¹
Spin multiplicity = 1

Structure (XYZ):
```
15
Properties=species:S:1:pos:R:3:lowdin_charge:R:1
B 0.738 1.876 -0.583 -0.493
S -0.062 -2.362 1.254 0.373
O -1.585 -2.686 1.254 -0.429
N 0.418 -1.265 -0.017 -0.347
Br 0.533 -1.514 3.283 0.383
O -1.800 -0.993 -1.539 -0.361
O 0.757 -3.706 1.143 -0.438
H -0.425 2.843 0.711 0.135
O 2.036 2.237 -1.251 0.061
Cu -0.984 0.085 -3.113 0.638
O -0.207 1.086 -1.399 -0.163
O -1.806 0.280 0.624 -0.319
O 0.462 2.360 0.813 0.069
S -0.885 -0.214 -0.518 0.756
H 2.811 1.971 -0.661 0.136
```